10
Properties=species:S:1:pos:R:3:forces:R:3:nbo_charge:R:1 method="wB97M-V/def2-TZVPD" largest_force_ev_per_a=0.49 charge=0 de_lowest_kj_mol=145.75 e_tot_ha=-305.2239 lumo_ev=0.935
O 1.2016 0.5226 0.0694 0.01 -0.04 0.13 -0.4915
O 0.8463 -1.3228 1.3281 0.22 0.41 -0.09 -0.5690
C -1.0733 0.0247 -0.4679 -0.46 0.01 0.16 -0.0357
C -2.1909 0.0590 -0.0261 0.42 -0.01 -0.20 -0.2086
C 1.3350 -0.2385 1.1669 -0.08 -0.30 0.18 0.6452
C 0.3183 -0.0236 -0.9230 -0.08 -0.07 -0.15 -0.1618
H 0.6094 -1.0554 -1.1383 -0.08 0.10 0.02 0.2275
H 1.9593 0.2867 1.9017 0.00 -0.04 -0.07 0.1274
H 0.4784 0.5894 -1.8119 -0.10 -0.07 0.14 0.2250
H -3.1772 0.0706 0.3823 0.14 0.02 -0.11 0.2414